Molecular formula: C4H8O3
Method: DFT, ωB97M-V with the def2-TZVPD basis set

Geometry as XYZ:
```
15
C4H8O3 (ωB97M-V with the def2-TZVPD basis set)
O -1.31534 1.75667 0.08009
C -1.48838 0.41393 -0.38191
C -0.89878 -0.68720 0.52130
C 0.58105 -0.69570 0.24466
O 1.01060 -1.01072 -0.84719
C 1.51606 -0.13439 1.29126
O 2.73502 0.19527 0.70528
H -1.42154 2.33212 -0.70017
H -0.96099 0.28124 -1.33625
H -2.54835 0.18360 -0.51712
H -1.31930 -1.64948 0.18692
H -1.09370 -0.66402 1.60425
H 1.02540 0.74088 1.74606
H 1.61288 -0.90298 2.08026
H 2.67286 -0.15061 -0.20319
```

Summary:
HOMO level, eV: -10.18
SMILES string: O=C(CO)CCO
Relative energy (zero: lowest compared OMol25 entry of this formula, charge and spin), kcal per mole: 35.7
HOMO-LUMO gap, eV: 10.9

Molecular formula: C4H8O3
Method: DFT, ωB97M-V with the def2-TZVPD basis set

Geometry as XYZ:
```
15
C4H8O3 (ωB97M-V with the def2-TZVPD basis set)
C -1.22734 1.70184 1.80314
O -0.63575 2.19856 0.87686
C -0.73198 -0.24113 -0.17874
O -1.68584 -0.13824 -0.91210
C 0.69595 -0.10578 -0.64441
C 1.29126 -1.51284 -0.54103
O 0.75887 0.39048 -1.94957
H -2.21079 1.20819 1.67653
H -0.80138 1.68556 2.82331
H -0.84395 -0.53080 0.88914
H 1.22668 0.57959 0.03185
H 1.31016 -1.86367 0.49753
H 2.30926 -1.50891 -0.93443
H 0.68887 -2.20775 -1.13639
H -0.14401 0.34491 -2.30169
```

Summary:
HOMO level, eV: -10.22
SMILES string: C[C@@H](O)C=O.C=O
Relative energy (zero: lowest compared OMol25 entry of this formula, charge and spin), kcal per mole: 55.0
HOMO-LUMO gap, eV: 10.6